Computed, not measured: a single C3H5N3 molecule, with ωB97M-V with the def2-TZVPD basis set.

Last columns: bonded neighbours and bond lengths (Å).
Positions of all 11 atoms, in Å:
1 C -1.4703 -0.3369 -0.0213  H4 1.101, H5 1.099, H6 1.087, N9 1.449
2 C 0.8757 0.3817 -0.0027  C3 1.461, N9 1.378, N10 1.288
3 C 2.2651 -0.0699 -0.0177  C2 1.461, N11 1.153
4 H -1.8265 0.1235 0.9129  C1 1.101
5 H -2.0457 -1.2680 -0.1150  C1 1.099
6 H -1.7360 0.2971 -0.8627  C1 1.087
7 H 0.2739 -1.5760 -0.0192  N9 1.002
8 H -0.3093 1.8737 0.0341  N10 1.006
9 N -0.0543 -0.6330 0.0652  C1 1.449, C2 1.378, H7 1.002
10 N 0.6725 1.6532 0.0175  C2 1.288, H8 1.006
11 N 3.3548 -0.4454 0.0089  C3 1.153

Summary:
**Energy above the lowest of the compared OMol25 structures with the same formula, charge and spin**: 89.2 kJ/mol
**SMILES**: [H]/N=C(/C#N)NC
**Energy**: -7661.5310 eV
**HOMO energy**: -9.88 eV

These are the Mulliken partial charges, in e, on atoms 1 to 8: -1.008 0.490 0.214 0.322 0.318 0.333 0.252 0.254